(1)
C5H8O in the gas phase. Source: OMol25; level of theory: ωB97M-V/def2-TZVPD.

The calculation puts the LUMO energy at 1.0 eV. The total charge is 0.

Positions of all 14 atoms, in Å:
O 1.249782 0.483392 1.648426
C 0.556298 0.142997 0.498537
C 0.741697 0.776344 -0.836701
C -0.627074 0.801215 -0.188792
C -1.306240 -0.556382 -0.335424
C -0.082938 -1.231261 0.353723
H 1.983429 1.058969 1.408295
H 1.248395 1.741165 -0.828963
H 0.934678 0.178526 -1.730198
H -1.119509 1.745159 0.022191
H -2.212640 -0.635727 0.271722
H -1.533572 -0.879210 -1.358128
H -0.335376 -1.665925 1.324218
H 0.482798 -1.962166 -0.237306

Forces on the atoms, in the same order (eV/Å):
O 0.16 0.16 -0.06
C -0.06 -0.14 -0.18
C 0.14 0.02 -0.08
C -0.21 0.17 0.06
C -0.15 -0.03 -0.08
C 0.07 -0.11 0.05
H -0.03 -0.09 0.07
H -0.10 -0.16 0.04
H -0.05 0.07 0.18
H 0.08 -0.14 -0.01
H 0.14 -0.01 -0.12
H 0.07 0.06 0.14
H 0.01 0.06 -0.14
H -0.07 0.12 0.13

(2)
A molecular structure, C28H21F5N3O3S2Ta. Source: OMol25; level of theory: ωB97M-V/def2-TZVPD.

The calculation puts the LUMO energy at -7.7 eV. The total charge is +2.

Positions of all 63 atoms, in Å:
Ta 0.706386 -0.154784 -1.007394
C 1.027048 -2.909384 -3.245259
C 1.170577 -3.059143 -1.739153
C 0.019128 -3.709403 -1.047529
C 0.022260 -5.085408 -0.891110
C -1.013101 -5.705915 -0.212755
C -2.004227 -4.936089 0.366485
C -2.034335 -3.546369 0.253345
C -3.079336 -2.829674 1.083885
C -4.501130 -2.912799 0.531126
C -1.036947 -2.956715 -0.539638
N -0.981579 -1.520098 -0.731454
C -2.088533 -0.828895 -0.751328
C -1.987585 0.557557 -0.498282
C -2.876116 1.594159 -0.360879
C -2.122171 2.738754 0.013129
C -0.806901 2.369874 0.075765
N -0.686315 1.023915 -0.211636
H 1.882756 -2.406562 -3.691312
H 0.104919 -2.398428 -3.519002
H 0.970523 -3.911156 -3.672394
H 1.417441 -2.093431 -1.192807
H 2.094423 -3.586946 -1.490748
H 0.845984 -5.667022 -1.286368
H -1.018085 -6.779992 -0.090029
H -2.767505 -5.415405 0.967353
H -2.792855 -1.793710 1.282158
H -3.067472 -3.305021 2.066770
H -4.595200 -2.525151 -0.486383
H -5.197960 -2.368722 1.167157
H -4.833632 -3.950045 0.490033
H -3.058797 -1.254693 -0.971675
H -3.946659 1.536665 -0.484121
H -2.510630 3.721581 0.223587
H 0.067734 2.960763 0.296555
F 0.936752 -0.542662 6.013525
C 1.243409 -0.282642 4.764634
C 0.567213 -0.936975 3.740725
F -0.384073 -1.815469 4.008493
C 0.906081 -0.630674 2.444742
F 0.257643 -1.229832 1.415838
C 1.886626 0.286780 2.122910
S 2.402434 0.517287 0.465952
C 2.557884 0.927875 3.158298
F 3.514459 1.799169 2.888364
C 2.234407 0.648783 4.476974
F 2.860337 1.258666 5.460101
O 2.445994 -0.356399 -2.298223
S 2.439213 1.045404 -2.942698
O 3.412679 1.950053 -2.469217
N 0.853821 1.299694 -2.549954
C 0.157565 0.602049 -3.587140
O -0.726029 -0.157710 -3.239072
C 0.866975 0.713553 -4.882228
C 0.408517 0.557052 -6.172101
C 1.345671 0.662880 -7.201528
C 2.694132 0.890898 -6.946696
C 3.174997 1.024502 -5.644494
C 2.228468 0.932432 -4.647088
H -0.638735 0.381056 -6.376077
H 1.014887 0.568781 -8.227011
H 3.383973 0.968059 -7.775982
H 4.222093 1.194185 -5.435340

Forces on the atoms, in the same order (eV/Å):
Ta -0.30 -0.92 0.16
C -0.06 0.00 -0.01
C 0.22 0.06 0.04
C -0.05 -0.13 0.02
C 0.03 0.04 -0.04
C -0.05 0.00 0.03
C 0.01 -0.02 -0.03
C -0.01 -0.06 -0.02
C 0.10 0.05 0.04
C -0.07 -0.07 -0.09
C 0.00 0.41 0.09
N 0.08 -0.24 -0.13
C -0.22 0.56 -0.09
C 0.15 -0.15 0.04
C -0.03 0.16 0.03
C -0.14 0.00 -0.04
C 0.00 -0.28 -0.06
N 0.04 0.37 0.05
H 0.02 0.01 0.01
H -0.02 0.02 -0.01
H 0.01 -0.01 0.02
H 0.05 -0.09 -0.03
H 0.00 -0.03 -0.08
H -0.01 -0.01 0.00
H 0.00 0.00 0.00
H 0.01 -0.01 0.00
H 0.01 0.06 -0.08
H -0.01 0.00 -0.01
H 0.04 0.03 0.01
H 0.02 0.00 0.02
H 0.01 0.00 0.01
H 0.04 -0.31 0.18
H 0.01 0.01 -0.01
H -0.01 -0.01 -0.02
H 0.00 0.02 0.01
F -0.03 -0.02 0.07
C 0.04 0.02 0.00
C 0.01 0.03 -0.01
F -0.03 -0.02 -0.01
C -0.07 0.10 -0.06
F 0.14 -0.15 0.15
C 0.00 0.12 0.09
S -0.14 -0.23 -0.31
C -0.03 -0.03 0.06
F 0.00 0.01 -0.01
C -0.04 -0.04 -0.04
F 0.04 0.03 0.03
O 0.30 0.69 0.08
S -0.22 -0.35 0.46
O 0.02 -0.04 -0.08
N -0.02 -0.02 -0.61
C 0.51 0.48 0.40
O -0.20 0.07 0.06
C -0.05 -0.05 0.08
C 0.05 -0.03 -0.07
C -0.07 -0.01 0.02
C 0.06 0.01 0.02
C -0.14 -0.04 -0.12
C 0.02 -0.01 -0.23
H 0.00 0.01 -0.02
H -0.01 0.00 0.00
H 0.00 0.00 0.01
H 0.00 0.01 0.02

(3)
2 unconnected molecules or ions with the total composition C9H14O at a distorted geometry. Source: OMol25; level of theory: ωB97M-V/def2-TZVPD.

The calculation puts the LUMO energy at 0.8 eV. The total charge is 0.

Positions of all 24 atoms, in Å:
C 2.915042 1.259370 3.145695
C 2.748548 2.371790 2.102268
H 3.834393 1.270249 3.720313
H 2.078118 1.401158 3.836955
H 2.842689 0.243544 2.750558
H 2.014388 2.153280 1.332771
H 3.693700 2.472611 1.552730
H 2.607852 3.304064 2.634274
C -1.361226 0.090874 1.909687
C -0.005001 -1.010339 0.110121
C -1.185921 -0.354609 0.476234
C 0.324084 -1.202299 -1.227719
C -0.591473 -0.805180 -2.181393
C -2.182028 -0.134336 -0.468310
C -1.846534 -0.338087 -1.803084
O -0.396711 -0.861784 -3.541605
H 0.714122 -1.211009 0.893851
H 1.286498 -1.512909 -1.618298
H -2.347508 -0.158949 2.296142
H -1.236300 1.169428 1.977071
H -3.179284 0.237168 -0.284099
H 0.416881 -1.358906 -3.746215
H -2.585123 -0.245155 -2.588605
H -0.598876 -0.400630 2.509398

Forces on the atoms, in the same order (eV/Å):
C -1.11 -0.13 0.04
C 1.79 -0.62 -0.09
H 0.20 0.45 -0.01
H 0.18 -0.42 0.23
H -0.10 0.13 -0.23
H -0.45 0.14 0.32
H -0.12 0.13 -0.01
H -0.42 0.29 -0.25
C 0.04 -0.40 -0.36
C -0.01 0.93 -0.11
C -0.19 -0.48 0.84
C -0.04 0.36 -0.53
C -0.83 0.09 -0.27
C 0.92 0.02 -1.38
C -0.41 -0.45 0.09
O 0.78 -0.50 0.06
H 0.09 -0.13 -0.07
H 0.15 -0.34 0.55
H -0.04 -0.02 0.07
H 0.06 0.10 0.11
H 0.06 0.09 0.53
H -0.48 0.34 0.19
H 0.00 0.30 -0.01
H -0.05 0.13 0.30

(4)
2 unconnected molecules or ions with the total composition C4H10N2O at a distorted geometry. Source: OMol25; level of theory: ωB97M-V/def2-TZVPD.

The calculation puts the LUMO energy (alpha / beta) at -0.6 / -0.6 eV. The total charge is 0.

Positions of all 17 atoms, in Å:
C -0.656347 0.676255 -0.011335
C -1.023249 -0.573368 -0.350625
C 1.153559 2.326641 0.840981
C 0.592578 1.554153 -0.297156
N -0.784762 -3.160863 0.495623
N -0.521971 -1.525478 -1.190172
O -0.659151 -4.397480 0.589068
H -1.476031 1.376371 0.315020
H -2.004105 -0.922526 -0.097599
H 1.963569 2.979820 0.618692
H 1.418331 1.663134 1.619093
H 0.430232 3.101465 1.029058
H 1.482490 1.048172 -0.791718
H 0.442194 2.310052 -1.064451
H 0.063756 -2.564488 0.897896
H -0.920806 -2.361137 -1.181345
H 0.499713 -1.530724 -1.421029

Forces on the atoms, in the same order (eV/Å):
C 0.22 1.89 -0.33
C -0.72 0.88 -0.42
C -0.98 0.75 0.02
C 1.49 -1.65 -2.33
N 0.21 -3.27 1.77
N 5.37 4.50 -1.31
O 0.48 3.90 -0.11
H 0.71 -1.29 0.34
H -0.63 0.43 0.53
H 1.28 -0.10 -0.73
H 0.04 -0.20 1.39
H -0.78 -0.04 1.34
H -1.13 -0.40 0.62
H -0.97 -0.02 -0.36
H -0.89 -1.58 -0.41
H -2.12 -3.92 -0.16
H -1.58 0.15 0.19

(5)
2 unconnected molecules or ions with the total composition C5H12O2 at a distorted geometry. Source: OMol25; level of theory: ωB97M-V/def2-TZVPD.

The calculation puts the LUMO energy (alpha / beta) at 0.5 / 0.5 eV. The total charge is 0.

Positions of all 19 atoms, in Å:
C 1.307050 0.031850 -0.279367
C -1.550467 -0.947067 -0.469697
C 0.038808 1.010255 -1.003129
C 2.103059 0.923673 0.655008
C -1.853203 -0.764258 0.983330
O 0.880132 -1.040983 0.442736
O 0.103292 -1.934121 -0.323924
H 1.845509 -0.301289 -1.172439
H -2.018054 -0.212908 -1.118497
H -1.835277 -1.884007 -0.937454
H 2.870987 0.330302 1.151217
H -0.645699 1.489024 -0.307764
H 0.764329 1.778217 -1.270602
H -0.361108 0.663818 -1.953385
H 1.456999 1.349814 1.420687
H 2.580941 1.728197 0.098272
H -2.135144 -1.722526 1.427267
H -2.623815 -0.014232 1.153223
H -0.928338 -0.483759 1.504519

Forces on the atoms, in the same order (eV/Å):
C -2.14 1.74 -1.98
C -0.41 -3.59 0.42
C 3.40 -0.35 0.75
C 0.03 -0.36 -0.14
C 0.39 -0.61 -0.04
O -0.09 -1.46 0.95
O -1.53 3.64 -0.43
H 0.20 0.09 0.12
H 1.50 0.66 -0.22
H -0.54 -0.22 0.53
H 0.06 0.05 0.00
H -0.21 -0.38 -0.02
H -0.21 0.47 -0.25
H -0.10 -0.19 0.39
H -0.05 0.04 0.01
H -0.02 -0.02 0.02
H -0.11 0.17 -0.01
H 0.04 0.06 0.00
H -0.21 0.25 -0.10

(6)
A molecular structure, C4H13NO3 at a distorted geometry. Source: OMol25; level of theory: ωB97M-V/def2-TZVPD.

Its spin multiplicity is 2. The calculation puts the LUMO energy (alpha / beta) at -6.7 / -7.0 eV. Its expectation value of S² is 0.81. The total charge is +1.

Positions of all 21 atoms, in Å:
C -1.266088 1.909040 -0.480462
N -1.384410 0.540290 0.018980
C -0.597335 0.365254 1.236856
C -1.617324 -0.441287 -1.013377
C -1.009815 -0.270298 -2.343627
O 0.458940 -0.101742 -2.391187
H -1.775896 2.340588 -1.346747
H -1.614285 2.396206 0.546971
H -0.243432 2.346230 -0.628938
H -1.065887 1.007861 2.021931
H 0.508429 0.432736 1.078034
H -0.910864 -0.697663 1.490671
H -2.563970 -0.969597 -0.863063
H -1.245165 0.806151 -2.772260
H -1.296535 -1.030284 -2.978207
H 0.505517 -0.184375 -1.410455
H 1.874985 -0.553170 3.807053
O 1.667439 -0.345681 2.902001
H 2.324408 -1.084297 2.116999
H 3.268930 -2.305503 1.455748
O 2.732121 -1.510473 1.108318

Forces on the atoms, in the same order (eV/Å):
C 1.22 2.80 2.81
N 0.71 -0.99 -5.24
C -2.10 -2.61 1.45
C -0.29 3.55 2.35
C 0.97 4.07 -0.74
O -2.12 -0.84 2.73
H -0.82 -1.12 0.27
H 0.41 -0.14 -2.47
H -0.33 -0.97 0.43
H 1.00 -0.31 -0.60
H -1.15 0.23 0.05
H 1.10 1.06 0.38
H 0.94 -1.21 0.30
H -0.83 -2.14 0.55
H -0.77 -1.51 -1.54
H 2.06 0.14 -0.83
H 0.12 -0.29 1.04
O 0.03 -0.09 -0.89
H 0.40 0.35 -1.53
H -0.96 1.52 -1.11
O 0.42 -1.50 2.58

(7)
C3H6N2O2 in the gas phase. Source: OMol25; level of theory: ωB97M-V/def2-TZVPD.

The calculation puts the LUMO energy at 0.6 eV. The total charge is 0.

Positions of all 13 atoms, in Å:
C -0.379058 -1.080572 -1.822960
O 0.508953 -0.660840 -0.795918
C -0.076005 -0.176058 0.327991
N -1.298120 -0.109189 0.633187
N 0.898647 0.333801 1.198775
C 0.816966 1.629583 1.661574
O 1.578326 2.113262 2.468328
H 0.241429 -1.364376 -2.673404
H -1.040421 -0.257638 -2.123312
H -0.984998 -1.940281 -1.510051
H -1.905707 -0.436463 -0.114920
H 1.654158 -0.241991 1.547899
H -0.014170 2.190760 1.202811

Forces on the atoms, in the same order (eV/Å):
C -0.15 -0.12 -0.21
O -0.18 0.04 0.20
C 0.19 -0.10 0.02
N -0.03 0.04 -0.27
N 0.02 0.36 0.19
C 0.18 0.06 0.37
O -0.26 -0.32 -0.38
H -0.05 0.02 0.18
H 0.12 -0.13 0.06
H 0.13 0.13 -0.01
H 0.04 0.07 0.08
H -0.06 0.08 -0.26
H 0.05 -0.12 0.05

(8)
C7H8N2O4 in the gas phase at a distorted geometry. Source: OMol25; level of theory: ωB97M-V/def2-TZVPD.

The calculation puts the LUMO energy at -0.4 eV. The total charge is 0.

Positions of all 21 atoms, in Å:
O -1.110652 -2.254484 -2.501987
O 2.627554 1.604039 0.649936
O 2.977279 -0.304982 1.815216
O 1.062123 -2.066568 0.106714
C -0.360771 -1.932880 -1.592158
C 2.230492 0.539186 1.221038
C -0.450747 -0.675116 -0.852878
C 0.459393 -0.778683 0.127862
N 0.628518 -2.719313 -1.074332
C -1.391089 0.531931 -0.993512
C 0.714949 0.327348 1.165642
C -1.389036 1.296235 0.324261
N -0.019854 1.557924 0.756236
H 0.406715 -3.701464 -1.036920
H -1.017495 1.156264 -1.796705
H -2.434384 0.278814 -1.221922
H 0.422005 0.008973 2.150667
H -1.906406 0.709494 1.051666
H -1.973112 2.224711 0.207575
H 0.532772 1.970487 -0.040844
H -0.008252 2.228083 1.534446

Forces on the atoms, in the same order (eV/Å):
O 0.42 -0.25 0.09
O -1.54 -0.77 0.16
O -2.99 1.33 -1.21
O 0.42 1.25 1.14
C -2.42 0.49 -1.82
C 4.56 0.66 0.71
C 0.37 0.44 0.66
C -0.91 -1.24 -0.36
N -0.11 2.14 0.27
C 0.71 -0.91 0.04
C 0.91 -2.47 -0.40
C -1.39 0.25 -1.23
N 0.75 0.23 -0.47
H 0.32 -0.25 0.80
H -0.10 0.27 -0.28
H 0.41 -0.28 -0.08
H -0.47 -0.03 0.39
H -0.09 -0.40 0.77
H 0.59 -0.13 0.12
H 0.17 -0.16 1.01
H 0.38 -0.20 -0.31

Calculated relative energy (zero: lowest compared OMol25 entry of this formula, charge and spin), 44.3 22.8 10.6 139.7 156.1 163.6 37.6 69.9 kcal per mole (same order as the records).
Calculated M, 84.12 787.57 138.21 102.14 104.15 123.15 102.09 184.15 g mol⁻¹ (same order as the records).